(1)
90
Properties=species:S:1:pos:R:3:mulliken_charge:R:1 method="wB97M-V/def2-TZVPD" charge=0 e_lumo_ev=-0.15 fmax_ha_per_bohr=0.10293 orbital_gap_ha=0.3384
Cl -6.03 -1.48 1.54 -0.06
B 1.67 2.53 2.34 0.73
C -2.63 -1.79 3.19 -0.84
Cl -0.85 -6.91 -4.43 -0.11
Cl -5.90 1.39 1.16 -0.14
Cl 3.84 -9.91 -1.94 -0.13
C 3.91 5.83 2.58 0.66
H 1.82 -9.59 -0.78 0.08
Cl -2.58 -6.80 -2.09 -0.06
H -0.33 9.39 -1.39 0.28
H -2.74 -1.55 4.30 0.26
C -2.89 -0.85 2.14 0.57
Cl 4.86 -5.21 -0.69 -0.11
Cl -4.37 2.93 -3.30 -0.15
C 2.80 0.27 -6.04 -0.05
H 1.10 -3.15 2.86 0.33
H 0.78 3.76 -2.02 -0.04
Cl -0.80 -8.42 2.91 -0.14
Cl 3.26 -8.00 0.17 -0.06
C -3.03 1.78 -3.27 1.14
H 0.35 3.89 3.06 0.29
C 0.75 -1.11 1.80 -0.10
Cl 0.06 7.11 -0.99 0.05
C -4.71 -2.36 -2.00 -0.15
H 2.77 0.04 -1.04 0.21
Cl 4.64 6.59 4.00 -0.14
Cl 6.76 -3.55 0.76 -0.14
C -2.79 0.75 2.36 -0.10
Cl -3.31 0.48 -4.43 -0.15
H -3.59 1.34 1.77 -0.18
Cl -2.28 -9.29 -3.56 -0.12
H 1.81 1.21 3.81 0.30
Cl 1.83 -7.85 -2.36 -0.07
Cl -1.38 -9.27 0.19 -0.08
C -6.90 -0.06 0.95 0.16
Cl 2.29 5.20 -0.94 -0.02
O -1.85 1.11 -0.05 -0.56
C 1.19 2.41 0.80 -0.60
H -3.21 -1.29 1.15 -0.05
Cl 3.13 1.92 -6.59 -0.11
C 2.59 -8.93 -1.18 0.17
Cl 5.09 4.80 1.75 -0.14
Cl 2.81 3.36 -3.14 -0.08
O -1.44 1.28 2.20 -0.21
Cl -4.09 -0.81 -1.42 0.07
Cl 2.00 9.34 2.60 -0.03
Cl -6.45 -2.28 -2.27 -0.12
Cl -1.50 2.60 -3.57 -0.08
C 1.47 -2.45 2.05 -0.67
H 3.49 -0.40 -6.55 0.33
H -2.26 -2.84 2.92 0.24
Cl 3.08 0.13 -4.30 -0.06
H -0.14 -0.86 2.48 0.24
H 0.48 -8.06 0.97 0.12
C -2.33 -7.52 -3.68 -0.04
N 0.42 1.18 0.42 0.74
C -0.98 1.19 0.87 -0.12
Cl -2.23 8.33 -2.29 -0.13
C 5.38 -4.65 0.91 0.42
Cl 5.77 -6.02 1.95 -0.15
O 1.32 3.77 3.04 -0.57
H -3.07 0.92 3.47 0.37
H 2.12 2.48 0.11 0.12
C 1.12 -0.08 0.69 0.59
C 0.83 10.37 3.42 0.02
Cl 1.00 -10.27 1.56 -0.13
Cl 1.15 -0.20 -6.45 -0.11
C 2.36 -0.56 -0.16 -0.64
O 2.41 1.56 3.10 -0.57
H 0.00 9.75 3.75 0.27
Cl 0.95 5.56 -3.52 -0.12
Cl -1.65 8.93 0.50 -0.12
Cl 0.19 11.60 2.32 -0.12
H 3.83 -2.26 -0.42 0.21
C -0.95 8.55 -1.08 -0.07
H 4.55 -4.09 1.36 -0.02
C 2.94 -1.92 0.24 -0.07
Cl -4.32 -3.65 -0.85 -0.10
H -3.17 -7.25 -4.32 0.34
C -0.10 -8.90 1.36 0.23
Cl -8.44 0.12 1.79 -0.14
H -7.09 -0.19 -0.11 0.16
H 0.54 3.32 0.52 0.33
Cl 3.28 7.06 1.47 -0.15
H -2.98 1.34 -2.27 -0.77
N 2.57 -2.84 1.25 -0.30
C 1.60 4.39 -2.36 0.28
Cl 1.56 11.13 4.84 -0.13
H 3.08 5.20 2.91 -0.23
H -4.22 -2.59 -2.95 0.35

(2)
57
Properties=species:S:1:pos:R:3:mulliken_charge:R:1 method="wB97M-V/def2-TZVPD" charge=-1 e_lumo_ev=2.38 fmax_ha_per_bohr=0.00533 orbital_gap_ha=0.2410
C 3.45 -0.47 0.03 -0.46
C 0.75 -2.66 -1.10 0.31
H 0.56 -6.45 -1.82 0.36
C 5.12 0.55 -1.38 -0.51
H -0.88 3.00 1.93 0.09
H 1.14 2.15 -0.63 0.58
Ba -0.32 0.27 2.42 1.72
H -4.12 1.45 1.61 0.34
C 4.74 -0.02 -0.17 -0.51
C -0.43 1.24 -1.95 0.46
C 4.20 0.66 -2.40 -0.63
H -1.44 2.92 -2.79 0.48
C -1.30 -0.17 -4.17 -0.76
C -1.63 1.17 -4.03 -0.56
O 1.28 -3.52 3.82 -0.70
H -4.00 3.35 5.28 0.29
C 2.90 0.20 -2.22 -0.34
H -3.91 0.59 3.13 0.34
C -0.09 -0.12 -2.07 0.19
H -1.63 -0.72 -5.04 0.43
C -3.40 4.48 2.49 -1.24
N -0.75 2.35 0.14 -0.27
C 2.51 -0.37 -1.01 0.59
C -4.07 1.58 2.69 -1.17
H -2.24 1.66 -4.78 0.38
H -4.41 4.66 2.87 0.35
H -0.29 -1.86 -3.30 0.48
H 2.18 0.30 -3.03 0.43
H -3.44 4.48 1.40 0.29
C -0.54 -0.81 -3.20 -0.25
O 1.39 -1.07 3.64 -0.88
O 1.77 -2.43 1.68 -0.57
H 2.66 -5.21 -2.25 0.38
C -0.42 -3.37 -0.84 -0.11
C 1.85 -3.33 -1.60 -0.10
O -0.44 -2.24 2.65 -0.85
S 1.04 -2.39 2.96 1.04
P 0.79 -0.89 -0.66 0.48
H 5.46 -0.12 0.64 0.41
H 2.78 -2.80 -1.77 0.35
C -2.97 3.05 5.05 -1.16
H -1.27 -2.86 -0.39 0.30
H -5.06 1.92 3.03 0.32
H -2.77 5.33 2.79 0.30
C -0.49 -4.72 -1.11 -0.73
C 0.07 1.99 -0.76 -0.97
O -0.12 2.93 1.23 -0.30
C -1.19 1.87 -2.92 -0.67
H 3.15 -0.95 0.96 0.43
H -1.40 -5.27 -0.90 0.38
C 0.61 -5.39 -1.63 -0.41
H 6.13 0.91 -1.52 0.34
H -2.30 3.82 5.45 0.29
H 4.48 1.10 -3.35 0.39
H -2.76 2.13 5.60 0.26
C 1.79 -4.69 -1.87 -0.77
Si -2.69 2.83 3.17 0.15

(3)
59
Properties=species:S:1:pos:R:3:mulliken_charge:R:1 method="wB97M-V/def2-TZVPD" charge=+1 multiplicity=5 e_lumo_ev="-3.01 / -5.87" s2=6.0276 fmax_ha_per_bohr=0.06409 orbital_gap_ha="0.2518 / 0.1466"
H -3.60 -7.26 1.44 0.35
N 0.20 2.80 0.15 -0.04
H -4.52 -7.31 -0.19 0.30
C -3.86 3.35 0.57 -0.45
S -5.06 -4.55 -1.57 -0.21
C -4.69 2.32 1.08 -0.39
S 2.31 1.47 -0.89 -0.19
Rh 1.79 -0.18 0.64 0.27
C 4.38 -1.71 1.08 0.96
H 4.89 3.41 -1.78 0.32
C 3.84 -3.78 -0.04 0.54
C -4.08 -6.65 0.65 -1.19
C 5.22 -4.09 -0.05 -0.58
H -4.32 4.36 0.50 0.31
H 3.95 3.14 0.38 0.40
C -2.98 -5.75 0.01 0.10
H 3.26 3.88 -2.29 0.33
C -0.53 1.68 0.36 0.60
C -4.44 -3.22 -2.52 0.51
H -0.02 5.34 1.81 0.22
H -4.66 0.30 1.81 0.44
H 7.16 -3.40 0.39 0.40
H 6.38 -1.27 1.57 0.44
N -3.11 -3.05 -2.49 -0.57
N 2.14 3.96 0.07 0.02
C 6.12 -3.21 0.49 -0.44
C 4.09 4.13 -1.57 -1.07
C -2.52 3.25 0.39 -0.19
H -2.16 -6.27 -0.48 0.26
H 5.59 -5.05 -0.45 0.38
H -5.72 2.59 1.39 0.34
C 5.72 -1.99 1.08 -0.86
C -4.10 1.09 1.35 -0.67
N -5.24 -2.53 -3.34 -0.43
N -2.53 -4.02 -1.69 -0.28
H -4.95 -1.61 -3.53 0.27
C 3.58 4.05 -0.12 -0.83
C 1.28 5.23 0.08 -0.52
H 1.74 5.49 2.21 0.32
Cl 4.02 -0.09 1.72 -0.16
H 4.37 5.10 -1.90 0.38
H 0.35 4.88 -0.36 0.41
S 1.63 -2.35 0.89 -0.22
H 3.93 4.91 0.44 0.47
C -3.44 -4.72 -1.00 0.14
H -2.49 -5.15 0.82 0.17
C 1.52 2.81 -0.12 0.32
O -0.13 0.49 0.25 -0.89
H -4.89 -6.09 1.09 0.35
H -1.85 4.10 0.31 0.23
C -1.93 1.98 0.58 0.77
C -2.75 0.88 0.95 -0.59
C 0.96 5.74 1.50 -1.01
H -2.32 -0.12 0.96 0.38
H 0.77 6.82 1.51 0.36
Cl 2.80 -4.84 -0.92 -0.16
C 3.37 -2.61 0.59 0.19
H 1.77 5.99 -0.55 0.45
H -6.23 -2.66 -3.23 0.23

(4)
53
Properties=species:S:1:pos:R:3:mulliken_charge:R:1 method="wB97M-V/def2-TZVPD" charge=0 e_lumo_ev=0.59 smiles="CN(CCOc1ccccc1)C(=O)C1CCN(C(=O)c2ccc(Cl)cc2)CC1" fmax_ha_per_bohr=0.01096 orbital_gap_ha=0.3432
H -2.05 2.75 0.65 0.51
C -5.43 0.70 0.31 -0.12
H -1.62 1.87 -1.61 0.42
C -6.22 0.46 1.42 -0.11
C -7.38 -0.28 1.32 -0.75
H -2.23 -0.81 1.23 0.27
C -0.72 0.00 -1.01 0.26
H -1.81 -1.87 -0.92 0.41
C -2.03 -0.81 -0.90 -1.23
H 7.35 -2.65 1.26 0.36
H 5.19 -1.59 1.61 0.34
H 3.13 0.57 -1.43 0.23
H -3.77 -1.00 0.37 0.50
C 7.81 0.07 -0.67 -0.41
O -4.32 2.79 0.48 -0.67
H 3.80 -0.05 2.22 0.37
H -5.23 0.40 -1.81 0.45
C 7.14 -1.71 0.77 -0.69
C 0.31 -0.49 0.00 0.21
H 8.55 0.54 -1.31 0.37
C 2.63 -0.84 0.57 -0.85
O 4.46 0.81 0.46 -0.47
C -7.76 -0.77 0.08 0.40
Cl -9.21 -1.70 -0.06 -0.22
H 9.05 -1.61 -0.19 0.38
C 8.09 -1.13 -0.05 -0.52
C 3.41 0.29 1.25 -0.77
H 2.75 1.14 1.43 0.42
H -7.30 -0.92 -2.00 0.42
H 1.52 1.08 -1.90 0.37
H -5.92 0.87 2.38 0.45
H -0.09 2.07 -0.73 0.43
N -3.03 0.94 0.48 0.06
H 2.10 -1.42 1.33 0.37
C -1.02 1.49 -0.78 -0.80
H -2.65 -0.57 -1.77 0.37
C 6.59 0.69 -0.48 -0.49
C -2.81 -0.48 0.37 -0.68
C -5.83 0.20 -0.93 0.19
H -0.33 -0.14 -2.02 0.67
H -8.00 -0.46 2.19 0.42
N 1.62 -0.33 -0.34 0.18
H 3.31 -1.48 0.01 0.65
C -6.99 -0.54 -1.05 -0.78
C -4.21 1.57 0.42 0.30
H 2.11 -0.52 -2.38 0.24
C 5.91 -1.11 0.97 -0.36
C 5.63 0.10 0.34 0.84
H -1.20 1.35 1.37 0.37
H 6.36 1.63 -0.96 0.40
C 2.11 0.23 -1.58 -0.84
O 0.01 -1.00 1.06 -0.69
C -1.79 1.70 0.52 -1.19